{
  "formula": "C51H79Cl9O22",
  "method": "wB97M-V/def2-TZVPD",
  "e_homo_ev": -9.54,
  "e_above_lowest_kcal_mol": 61.6,
  "total_charge": 0,
  "e_lumo_ev": -1.92,
  "e_tot_ev": -211903.0257,
  "max_force_ev_per_a": 4.45,
  "elements": ["C", "C", "C", "O", "C", "C", "C", "O", "O", "O", "H", "H", "H", "H", "C", "C", "C", "O", "C", "C", "C", "O", "O", "O", "H", "H", "H", "H", "C", "C", "C", "O", "C", "C", "C", "O", "O", "O", "H", "H", "H", "H", "C", "C", "C", "O", "C", "C", "C", "O", "O", "O", "H", "H", "H", "H", "C", "Cl", "Cl", "Cl", "H", "C", "Cl", "Cl", "Cl", "H", "C", "Cl", "Cl", "Cl", "H", "C", "C", "O", "C", "C", "H", "H", "H", "H", "H", "H", "H", "H", "H", "H", "C", "C", "O", "C", "C", "H", "H", "H", "H", "H", "H", "H", "H", "H", "H", "C", "C", "O", "C", "C", "H", "H", "H", "H", "H", "H", "H", "H", "H", "H", "C", "C", "O", "C", "C", "H", "H", "H", "H", "H", "H", "H", "H", "H", "H", "C", "C", "O", "C", "C", "H", "H", "H", "H", "H", "H", "H", "H", "H", "H", "C", "C", "O", "C", "C", "H", "H", "H", "H", "H", "H", "H", "H", "H", "H"],
  "coordinates": [[0.364, 1.034, -7.100], [0.847, 0.358, -8.174], [1.947, -0.651, -8.170], [2.494, -1.290, -9.065], [2.142, -1.060, -6.772], [1.701, -0.435, -5.648], [0.884, 0.868, -5.738], [0.559, 1.675, -4.823], [1.998, -0.791, -4.370], [0.344, 0.713, -9.404], [-0.492, 1.686, -7.196], [2.781, -1.904, -6.560], [1.477, -0.314, -3.719], [0.695, 0.072, -10.026], [-2.523, 9.540, 0.664], [-1.528, 8.932, 1.320], [-1.492, 8.612, 2.811], [-0.508, 8.224, 3.380], [-2.774, 8.973, 3.440], [-3.801, 9.645, 2.809], [-3.682, 10.046, 1.425], [-4.432, 10.772, 0.783], [-4.928, 9.949, 3.506], [-0.532, 8.342, 0.629], [-2.520, 9.498, -0.415], [-2.906, 8.803, 4.498], [-5.516, 10.502, 2.986], [0.038, 7.886, 1.252], [10.552, 9.033, 3.806], [9.778, 8.021, 3.392], [10.211, 6.978, 2.390], [9.643, 5.955, 2.072], [11.446, 7.418, 1.688], [12.197, 8.496, 2.034], [11.851, 9.328, 3.174], [12.526, 10.245, 3.629], [13.345, 8.806, 1.391], [8.534, 7.871, 3.915], [10.150, 9.759, 4.497], [11.773, 6.863, 0.821], [13.517, 9.691, 1.720], [8.042, 7.117, 3.582], [8.285, 8.137, -6.270], [8.128, 8.556, -4.970], [7.201, 7.997, -4.016], [6.896, 8.428, -2.911], [6.669, 6.689, -4.585], [6.975, 6.131, -5.817], [7.751, 6.871, -6.822], [8.006, 6.498, -7.943], [6.430, 4.935, -6.260], [8.765, 9.676, -4.561], [8.873, 8.833, -6.850], [6.024, 6.174, -3.889], [6.705, 4.740, -7.159], [8.500, 9.900, -3.665], [1.143, -10.233, -2.315], [-0.162, -9.096, -2.810], [2.581, -9.230, -2.111], [1.564, -11.478, -3.538], [0.784, -10.764, -1.433], [-4.965, -3.713, 9.849], [-3.883, -4.988, 10.308], [-4.454, -3.034, 8.259], [-5.230, -2.433, 11.074], [-5.947, -4.185, 9.834], [1.469, 2.260, 8.974], [-0.073, 2.848, 8.261], [2.825, 3.043, 8.064], [1.482, 0.549, 8.660], [1.574, 2.399, 10.050], [-1.455, -1.755, 0.247], [-1.133, -0.664, 1.328], [0.054, -0.016, 0.996], [0.519, 0.748, 2.064], [1.774, 1.343, 1.449], [-1.430, -1.437, -0.795], [-0.680, -2.516, 0.339], [-2.463, -2.117, 0.447], [-1.929, 0.077, 1.394], [-1.076, -1.049, 2.346], [-0.200, 1.548, 2.243], [0.756, 0.170, 2.958], [2.412, 1.890, 2.142], [1.654, 2.050, 0.628], [2.486, 0.602, 1.085], [-7.209, 4.016, -0.184], [-8.176, 2.805, -0.375], [-9.279, 3.280, -1.133], [-10.428, 2.399, -1.174], [-11.420, 2.427, -0.028], [-6.276, 3.605, 0.200], [-7.138, 4.550, -1.132], [-7.600, 4.751, 0.520], [-7.728, 1.958, -0.894], [-8.549, 2.349, 0.542], [-10.933, 2.665, -2.103], [-10.101, 1.373, -1.340], [-11.933, 3.379, 0.108], [-10.968, 2.309, 0.957], [-12.221, 1.707, -0.194], [9.316, -6.720, 3.102], [9.609, -5.639, 4.105], [8.754, -4.658, 3.734], [8.378, -3.817, 4.903], [7.466, -2.727, 4.297], [8.267, -7.009, 3.027], [9.608, -6.375, 2.110], [9.971, -7.584, 3.207], [9.535, -5.996, 5.132], [10.610, -5.216, 4.026], [7.784, -4.337, 5.655], [9.308, -3.498, 5.372], [8.131, -1.966, 3.890], [6.778, -2.246, 4.992], [6.873, -3.045, 3.439], [-2.435, -7.993, 2.865], [-1.789, -7.752, 4.208], [-0.333, -7.665, 3.917], [0.444, -7.143, 4.973], [1.922, -7.492, 4.673], [-2.086, -8.874, 2.325], [-3.500, -8.146, 3.036], [-2.173, -7.192, 2.174], [-2.039, -6.745, 4.544], [-2.026, -8.490, 4.974], [0.142, -6.145, 5.291], [0.198, -7.827, 5.785], [2.110, -8.204, 3.869], [2.434, -7.806, 5.583], [2.400, -6.615, 4.237], [-8.532, -7.742, -1.482], [-8.718, -6.342, -0.970], [-9.137, -6.362, 0.429], [-9.084, -5.086, 1.072], [-8.999, -5.390, 2.550], [-7.743, -8.292, -0.969], [-9.427, -8.310, -1.226], [-8.486, -7.760, -2.571], [-7.730, -5.918, -1.149], [-9.498, -5.804, -1.508], [-8.242, -4.534, 0.655], [-9.933, -4.511, 0.703], [-8.355, -6.249, 2.741], [-9.991, -5.574, 2.964], [-8.590, -4.560, 3.126], [-4.086, -5.750, -8.401], [-4.108, -4.435, -7.590], [-5.404, -3.901, -7.825], [-5.714, -2.664, -7.161], [-6.910, -2.075, -7.941], [-4.713, -6.476, -7.884], [-4.417, -5.673, -9.437], [-3.091, -6.191, -8.341], [-4.083, -4.622, -6.516], [-3.356, -3.668, -7.778], [-6.006, -2.981, -6.160], [-5.005, -1.869, -6.931], [-6.719, -1.551, -8.878], [-7.306, -1.231, -7.376], [-7.726, -2.784, -8.080]]
}

{
  "formula": "C51H81AsN12O5PRbSSi2",
  "method": "wB97M-V/def2-TZVPD",
  "e_homo_ev": -0.61,
  "total_charge": -2,
  "e_lumo_ev": 3.06,
  "e_tot_ev": -179698.5558,
  "max_force_ev_per_a": 2.13,
  "elements": ["Rb", "O", "C", "O", "C", "C", "C", "C", "C", "N", "C", "O", "O", "H", "H", "H", "H", "C", "N", "C", "C", "N", "C", "C", "C", "C", "C", "C", "C", "C", "C", "N", "C", "N", "C", "C", "N", "C", "C", "C", "N", "C", "C", "H", "H", "H", "H", "H", "H", "H", "H", "H", "H", "H", "H", "H", "H", "H", "H", "H", "H", "H", "H", "H", "H", "H", "H", "H", "H", "H", "H", "H", "H", "C", "N", "C", "N", "C", "N", "C", "P", "C", "C", "H", "H", "H", "H", "H", "H", "H", "H", "H", "H", "H", "H", "S", "C", "C", "C", "C", "C", "C", "H", "H", "H", "H", "H", "C", "N", "C", "C", "C", "N", "C", "C", "O", "H", "H", "H", "H", "H", "H", "H", "H", "H", "H", "H", "H", "C", "Si", "C", "C", "As", "Si", "C", "C", "C", "H", "H", "H", "H", "H", "H", "H", "H", "H", "H", "H", "H", "H", "H", "H", "H", "H", "H"],
  "coordinates": [[-0.731, 0.631, 0.127], [-4.251, 3.012, 2.847], [-3.338, 2.650, 1.945], [-2.567, 1.783, 2.163], [-3.425, 3.455, 0.685], [-4.459, 4.335, 0.499], [-4.553, 4.970, -0.737], [-3.623, 4.679, -1.702], [-2.598, 3.773, -1.419], [-2.494, 3.190, -0.226], [-1.635, 3.376, -2.546], [-1.525, 4.250, -3.415], [-1.202, 2.193, -2.466], [-4.088, 2.415, 3.591], [-5.174, 4.507, 1.291], [-5.356, 5.666, -0.934], [-3.643, 5.126, -2.686], [-3.682, -3.867, -3.193], [-4.121, -2.488, -3.152], [-5.515, -2.305, -3.525], [-3.571, -1.630, -2.193], [-2.839, -1.966, -1.194], [-2.998, -3.114, -0.431], [-4.251, -3.374, 0.104], [-4.475, -4.439, 0.995], [-3.444, -5.251, 1.368], [-2.137, -5.032, 0.855], [-1.082, -5.884, 1.270], [0.185, -5.678, 0.806], [0.454, -4.640, -0.099], [-0.542, -3.801, -0.573], [-0.226, -2.754, -1.426], [0.626, -2.818, -2.395], [1.350, -1.705, -2.725], [1.352, -1.226, -4.111], [1.423, -0.645, -1.724], [0.910, -3.924, -3.207], [0.049, -5.082, -3.280], [2.287, -4.212, -3.573], [-1.888, -3.965, -0.064], [-3.835, -0.305, -2.428], [-3.622, 0.603, -1.320], [-3.684, 0.298, -3.761], [-3.826, -4.251, -4.207], [-4.223, -4.510, -2.495], [-2.628, -3.910, -2.952], [-6.170, -2.955, -2.928], [-5.663, -2.555, -4.581], [-5.815, -1.272, -3.368], [-5.060, -2.701, -0.160], [-5.469, -4.601, 1.395], [-3.601, -6.069, 2.061], [-1.300, -6.682, 1.973], [0.998, -6.313, 1.143], [1.472, -4.454, -0.420], [1.608, -2.016, -4.814], [2.082, -0.424, -4.202], [0.375, -0.812, -4.386], [1.453, -1.094, -0.731], [0.578, 0.043, -1.806], [2.330, -0.069, -1.871], [-0.969, -4.810, -3.043], [0.350, -5.877, -2.592], [0.075, -5.477, -4.300], [2.927, -3.379, -3.301], [2.380, -4.394, -4.649], [2.638, -5.111, -3.047], [-3.719, 0.055, -0.381], [-4.373, 1.400, -1.357], [-2.638, 1.069, -1.376], [-3.536, -0.479, -4.505], [-2.821, 0.970, -3.765], [-4.576, 0.878, -4.029], [2.138, 2.865, 5.203], [2.530, 3.431, 3.918], [1.921, 4.748, 3.780], [0.458, 4.738, 3.920], [0.116, 4.112, 5.197], [0.681, 2.777, 5.402], [0.086, 1.799, 4.470], [0.307, 2.212, 2.666], [2.144, 2.538, 2.804], [-0.172, 4.018, 2.798], [2.543, 3.502, 5.994], [2.567, 1.866, 5.299], [2.178, 5.156, 2.803], [2.329, 5.404, 4.553], [-0.973, 4.046, 5.274], [0.482, 4.758, 5.997], [-0.982, 1.690, 4.695], [0.556, 0.825, 4.628], [2.489, 2.966, 1.862], [2.632, 1.573, 2.903], [-1.258, 4.110, 2.902], [0.102, 4.501, 1.857], [2.696, -0.852, 1.888], [4.393, -1.227, 2.065], [5.078, -2.054, 1.146], [6.424, -2.370, 1.296], [7.162, -1.878, 2.370], [6.516, -1.051, 3.285], [5.170, -0.732, 3.138], [4.516, -2.438, 0.301], [6.910, -3.002, 0.559], [8.211, -2.126, 2.486], [7.074, -0.641, 4.123], [4.684, -0.079, 3.855], [-3.659, -1.354, 3.352], [-2.819, -2.508, 3.593], [-3.150, -3.320, 4.741], [-2.525, -4.685, 4.584], [-1.032, -4.511, 4.420], [-0.727, -3.563, 3.369], [0.648, -3.592, 2.889], [-1.584, -2.577, 2.950], [-1.346, -1.793, 2.030], [-4.658, -1.662, 3.026], [-3.206, -0.741, 2.582], [-3.761, -0.753, 4.267], [-4.237, -3.400, 4.798], [-2.809, -2.849, 5.674], [-2.932, -5.151, 3.682], [-2.748, -5.319, 5.444], [-0.570, -5.463, 4.150], [-0.578, -4.193, 5.368], [0.876, -4.573, 2.468], [1.341, -3.386, 3.708], [0.808, -2.839, 2.136], [3.587, 6.481, -1.634], [3.886, 4.611, -1.524], [4.406, 4.350, 0.279], [5.493, 4.380, -2.511], [2.045, 3.309, -1.947], [2.286, 3.286, -4.226], [3.800, 2.278, -4.811], [2.540, 4.979, -5.041], [0.823, 2.529, -5.146], [4.471, 7.064, -1.331], [2.744, 6.754, -0.985], [3.313, 6.768, -2.659], [5.354, 4.854, 0.524], [4.516, 3.279, 0.492], [3.631, 4.744, 0.955], [6.301, 4.991, -2.078], [5.367, 4.674, -3.563], [5.805, 3.326, -2.497], [4.688, 2.925, -4.857], [3.643, 1.839, -5.813], [4.026, 1.470, -4.104], [3.429, 5.480, -4.634], [1.667, 5.612, -4.829], [2.661, 4.892, -6.134], [0.404, 1.689, -4.577], [1.104, 2.191, -6.154], [0.027, 3.283, -5.211]]
}